The following is a quantum chemistry calculation of the molecule C5H6 at a distorted geometry, from the OMol25 dataset.

Summary:
- ΔE to the lowest compared entry with this formula, charge and spin: 0.2091 eV
- LUMO level: 1.2 eV
- HOMO-LUMO gap: 9.850 eV
- HOMO: -0.317 Ha
- E: -5280.990 eV
- Structure (SMILES): C1=CCC=C1

ORCA input file:
```
! wB97M-V def2-TZVPD RIJCOSX def2/J DEFGRID3
* xyz 0 1
C 0.3413 1.2786 -0.0120
C 1.1822 0.2307 -0.0521
C 0.4192 -1.0503 0.0275
C -1.0055 -0.5742 -0.0034
C -1.0843 0.7707 0.0152
H 0.6068 2.3284 0.0894
H 2.2968 0.3309 -0.0484
H 0.5614 -1.7938 -0.8115
H 0.5939 -1.6083 0.9736
H -1.8891 -1.2316 -0.1556
H -2.0227 1.3189 -0.0226
*
```

=====

The following is a quantum chemistry calculation of C45H55GeNNaO2P2 as an isolated structure, from the OMol25 dataset.

Summary:
- ΔE to the lowest compared entry with this formula, charge and spin: 0.0000 eV
- LUMO level: 2.1 eV
- HOMO-LUMO gap: 5.800 eV
- HOMO: -0.135 Ha
- E: -132657.077 eV

ORCA input file:
```
! wB97M-V def2-TZVPD RIJCOSX def2/J DEFGRID3
* xyz -1 1
Na 0.2028 1.4339 0.5075
C -4.4744 1.8732 -0.4897
C -3.2621 1.2720 -1.1970
C -2.3607 2.4151 -1.6706
P -2.1541 0.0003 -0.3701
C -2.9449 -1.6153 -0.8241
C -2.1643 -2.7348 -0.1406
C -4.4347 -1.7423 -0.5284
C -2.3451 0.1000 1.4464
C -3.5364 0.3793 2.1226
C -3.5948 0.5671 3.4895
C -2.3989 0.5137 4.2103
C -1.2145 0.1976 3.5961
C -1.1475 -0.1181 2.2085
N -0.0207 -0.5025 1.5769
C 1.0409 -1.0168 2.2678
C 0.8733 -1.8894 3.3664
C 1.9433 -2.4257 4.0469
C 3.2471 -2.1272 3.6631
C 3.4327 -1.3193 2.5541
C 2.3727 -0.7757 1.8326
P 2.6227 0.2313 0.3203
C 4.1226 1.2824 0.6813
C 3.9690 2.5848 -0.1045
C 5.5321 0.7295 0.4749
C 3.0739 -1.0630 -0.9387
C 3.3597 -0.3970 -2.2851
C 4.1158 -2.1285 -0.6151
H -4.9204 2.6428 -1.1254
H -4.1863 2.3504 0.4471
H -5.2488 1.1390 -0.2688
H -3.6206 0.7337 -2.0860
H -1.9686 2.9849 -0.8235
H -2.9158 3.1199 -2.2933
H -1.5050 2.0573 -2.2419
H -2.7845 -1.6956 -1.9075
H -2.3148 -2.6926 0.9397
H -1.0927 -2.6478 -0.3172
H -2.5052 -3.7104 -0.4939
H -4.6161 -1.6807 0.5454
H -4.8117 -2.7108 -0.8701
H -5.0221 -0.9672 -1.0200
H -4.4525 0.4593 1.5552
H -4.5349 0.7847 3.9781
H -2.3994 0.7330 5.2725
H -0.2969 0.1874 4.1666
H -0.1356 -2.1304 3.6758
H 1.7620 -3.0887 4.8855
H 4.0954 -2.5270 4.2024
H 4.4456 -1.1044 2.2401
H 3.9774 1.5187 1.7418
H 4.0441 2.4033 -1.1794
H 4.7568 3.2935 0.1643
H 2.9989 3.0392 0.0875
H 5.7291 0.5416 -0.5821
H 5.7247 -0.1947 1.0132
H 6.2669 1.4679 0.8090
H 2.1048 -1.5737 -1.0325
H 4.3218 0.1188 -2.2776
H 2.5934 0.3359 -2.5407
H 3.3971 -1.1422 -3.0834
H 5.1269 -1.7251 -0.6278
H 4.0762 -2.9228 -1.3665
H 3.9414 -2.5844 0.3603
O 1.2460 2.3568 2.2867
C 0.6453 3.3362 1.8237
O 0.5455 3.6098 0.5848
C -0.0714 4.2825 2.7682
C -1.1515 5.1061 2.0896
Ge -0.5417 6.1274 0.5293
C -1.7718 7.6932 0.5125
C -1.5074 8.7994 -0.2985
C -2.3697 9.8820 -0.3572
C -3.5382 9.8796 0.3928
C -3.8288 8.7909 1.1964
C -2.9501 7.7146 1.2549
C 1.2206 6.9079 0.9580
C 2.4102 6.1890 0.8324
C 3.6313 6.7510 1.1729
C 3.6940 8.0508 1.6530
C 2.5247 8.7794 1.7927
C 1.3050 8.2105 1.4494
C -0.6123 5.6049 -1.3654
C 0.4521 4.9689 -2.0085
C 0.4093 4.6991 -3.3674
C -0.7066 5.0446 -4.1162
C -1.7745 5.6696 -3.4963
C -1.7207 5.9505 -2.1365
H 0.6922 4.9450 3.1908
H -0.4661 3.6952 3.5988
H -1.5020 5.8768 2.7813
H -2.0126 4.4854 1.8343
H -0.6081 8.8133 -0.9041
H -2.1348 10.7267 -0.9926
H -4.2175 10.7206 0.3463
H -4.7410 8.7754 1.7795
H -3.2034 6.8755 1.8896
H 2.3855 5.1703 0.4784
H 4.5355 6.1650 1.0683
H 4.6467 8.4900 1.9199
H 2.5572 9.7928 2.1728
H 0.4045 8.7995 1.5708
H 1.3144 4.6605 -1.4420
H 1.2493 4.2065 -3.8413
H -0.7438 4.8227 -5.1751
H -2.6549 5.9387 -4.0665
H -2.5643 6.4469 -1.6743
*
```

=====

The following is a quantum chemistry calculation of a 2-piece molecular cluster, C4H9NO overall at a distorted geometry, from the OMol25 dataset.

Summary:
- ΔE to the lowest compared entry with this formula, charge and spin: 4.2438 eV
- LUMO level: 1.0 eV
- HOMO-LUMO gap: 9.158 eV
- HOMO: -0.300 Ha
- E: -7828.076 eV
- Structure (SMILES): C=CN.C=CO

ORCA input file:
```
! wB97M-V def2-TZVPD RIJCOSX def2/J DEFGRID3
* xyz 0 1
C 2.0681 0.2789 0.3853
C 1.7692 -0.1553 -0.9078
N 1.1103 0.6656 -1.8644
H 1.4120 0.9418 0.9542
H 2.8237 -0.1524 0.9505
H 2.5175 -0.9377 -1.2837
H 0.7122 1.5410 -1.5959
H 1.4312 0.5849 -2.7558
C -2.9555 -0.4047 1.1565
C -1.5978 -0.3421 1.0779
O -0.8301 -0.0407 -0.0340
H -3.4609 -0.7308 2.2155
H -3.7729 -0.0295 0.4045
H -0.9299 -0.5943 1.9070
H -0.2972 -0.6248 -0.6098
*
```

=====

What is the formula in the second record? C45H55GeNNaO2P2